No. 1
ORCA calculation (ωB97M-V with the def2-TZVPD basis set) on a 2-piece molecular cluster, C3H4N2O2 overall at a distorted geometry.

Structure (XYZ):
```
11
Properties=species:S:1:pos:R:3:forces:R:3
O 2.439 -0.721 -0.935 -0.8 -0.7 -0.3
O 4.356 -0.005 0.105 0.4 0.1 0.7
N 2.429 1.895 -0.048 -1.9 -0.3 0.3
N -0.315 -0.275 -0.279 7.0 -0.7 -0.7
C 3.325 -0.264 -0.335 1.1 -0.5 -0.9
C 0.453 0.486 0.785 0.7 0.0 -1.0
C 1.457 1.314 0.286 1.0 0.9 0.2
H 0.223 -0.033 -1.167 -1.2 -0.4 1.1
H -1.216 -0.041 -0.331 -4.6 0.9 -0.4
H -0.106 -1.275 -0.146 -0.7 0.4 -0.1
H -0.135 0.855 1.559 -1.1 0.3 1.1
```
Positions in Å, forces in eV/Å.

Properties
LUMO level   0.01 eV
Total energy   -10248.6383 eV
Highest occupied orbital energy   -7.633 eV
Energy above the lowest of the compared OMol25 structures with the same formula, charge and spin   349.9 kJ/mol

Here are the Löwdin charges for atoms 1 to 4, given in e: atom 1 (O): 0.13, atom 2 (O): 0.21, atom 3 (N): 0.12, atom 4 (N): 0.14

=====

No. 2
ORCA calculation (ωB97M-V with the def2-TZVPD basis set) on one molecule with the formula C3H4N2O2 at a distorted geometry.

Structure (XYZ):
```
11
Properties=species:S:1:pos:R:3:forces:R:3
O 2.463 -1.009 -0.468 0.5 1.2 -0.4
O -1.333 1.601 -1.156 0.2 -0.1 -0.1
N 0.425 0.084 -1.239 -0.2 0.3 -0.1
N 0.851 0.132 1.088 -0.3 0.5 0.5
C 1.270 -0.746 -0.353 0.2 -1.2 -0.6
C -0.344 0.872 -0.613 0.5 -0.5 -0.3
C -0.105 0.931 0.852 0.5 -0.5 0.3
H 1.310 -0.081 1.959 -0.3 0.2 0.4
H -1.307 1.404 -2.108 -0.1 0.1 0.2
H 0.687 -1.651 -0.132 -1.1 0.0 0.3
H -0.658 1.506 1.590 0.0 0.0 -0.2
```
Positions in Å, forces in eV/Å.

Properties
LUMO level   -0.70 eV
Total energy   -10248.8071 eV
Highest occupied orbital energy   -8.548 eV
Energy above the lowest of the compared OMol25 structures with the same formula, charge and spin   333.6 kJ/mol

Here are the Löwdin charges for atoms 1 to 4, given in e: atom 1 (O): -0.06, atom 2 (O): 0.09, atom 3 (N): 0.19, atom 4 (N): 0.17

=====

No. 3
ORCA calculation (ωB97M-V with the def2-TZVPD basis set) on one molecule with the formula C3H4N2O2 at a distorted geometry.

Structure (XYZ):
```
11
Properties=species:S:1:pos:R:3:forces:R:3
O -0.041 0.674 -2.649 1.3 -0.2 2.0
O 0.904 -1.782 -1.362 0.3 1.5 0.0
N 0.198 -0.892 0.516 0.2 2.5 -1.1
N -0.734 1.227 0.910 0.2 -2.0 1.3
C 0.593 -0.733 -0.811 -0.4 -2.6 -0.9
C -0.486 -0.007 1.284 -3.0 2.2 2.1
C 0.528 0.590 -1.572 -0.9 1.2 -0.4
H -1.013 -0.465 2.268 1.6 0.8 -2.2
H -1.335 1.727 1.608 0.8 -0.8 -0.8
H 0.410 -1.796 0.794 0.1 -1.9 1.0
H 0.976 1.457 -0.986 -0.3 -0.6 -1.0
```
Positions in Å, forces in eV/Å.

Properties
SMILES string   [H]/N=C/NC(=O)C=O
LUMO level   -0.23 eV
Total energy   -10249.6713 eV
Highest occupied orbital energy   -10.180 eV
Energy above the lowest of the compared OMol25 structures with the same formula, charge and spin   250.3 kJ/mol

Here are the Löwdin charges for atoms 1 to 4, given in e: atom 1 (O): 0.09, atom 2 (O): 0.09, atom 3 (N): 0.09, atom 4 (N): 0.07